C10H48FNO18S | wB97M-V/def2-TZVPD

Each line ends with the Löwdin charge.
Element x y z (Å)
C  1.82  1.74  3.09  -0.087
O  1.03  0.58  2.75  -0.228
C  -0.34  0.90  2.61  -0.257
C  -1.20  -0.34  2.87  -0.146
C  -1.30  -1.36  1.69  -0.179
C  -0.47  -1.01  0.45  -0.194
C  0.98  -1.60  0.50  -0.150
C  1.64  -1.35  -0.88  -0.171
N  2.62  -0.23  -0.93  -0.203
C  2.10  1.06  -0.47  -0.135
C  1.02  1.55  -1.52  -0.237
C  1.55  2.64  -2.54  -0.028
O  1.29  1.20  -2.90  -0.096
S  4.10  -0.57  -0.26  0.650
O  4.16  -0.21  1.13  -0.260
O  5.07  0.17  -1.00  -0.253
F  4.44  -2.09  -0.51  -0.123
H  1.92  1.78  4.19  0.091
H  2.79  1.62  2.59  0.069
H  1.30  2.62  2.68  0.070
H  -0.58  1.64  3.40  0.122
H  -0.57  1.42  1.65  0.117
H  -2.22  -0.01  3.15  0.103
H  -0.82  -0.84  3.78  0.114
H  -2.37  -1.42  1.39  0.081
H  -1.07  -2.36  2.09  0.111
H  -0.94  -1.53  -0.41  0.111
H  -0.48  0.05  0.17  0.078
H  1.56  -1.22  1.35  0.103
H  0.84  -2.70  0.61  0.093
H  2.18  -2.27  -1.16  0.112
H  0.86  -1.17  -1.63  0.121
H  2.90  1.81  -0.52  0.111
H  1.61  1.05  0.51  0.100
H  -0.02  1.63  -1.17  0.121
H  0.66  3.26  -2.43  0.091
H  2.55  2.84  -2.18  0.108
O  0.16  -4.95  0.18  -0.064
H  0.04  -5.11  -0.76  0.035
H  0.22  -5.83  0.56  0.024
O  -1.59  3.94  -3.06  -0.074
H  -2.44  3.57  -2.81  0.002
H  -1.80  4.46  -3.86  -0.001
O  -4.23  4.30  -3.46  -0.039
H  -4.69  3.83  -4.16  0.058
H  -4.92  4.79  -3.01  0.058
O  -1.75  1.01  -2.78  -0.043
H  -2.24  1.65  -3.30  0.034
H  -0.83  1.33  -2.81  0.004
O  4.23  3.12  4.52  -0.063
H  4.85  2.42  4.76  0.016
H  4.62  3.51  3.72  0.035
O  -3.08  -1.73  -3.02  -0.074
H  -2.59  -0.92  -2.80  -0.013
H  -2.56  -2.14  -3.71  0.029
O  5.15  0.23  4.06  -0.053
H  4.92  0.07  3.14  0.003
H  5.20  -0.65  4.45  0.043
O  -4.39  -2.52  1.64  -0.046
H  -4.54  -2.69  0.70  0.057
H  -4.31  -3.41  2.02  0.055
O  -1.89  -6.84  0.11  -0.053
H  -2.34  -7.33  -0.58  0.054
H  -2.59  -6.35  0.55  0.038
O  -1.75  4.72  -5.86  -0.049
H  -1.01  4.10  -5.90  0.053
H  -1.50  5.43  -6.46  0.053
O  1.69  4.01  0.70  -0.035
H  1.16  4.65  0.21  0.051
H  2.60  4.29  0.54  0.053
O  3.55  2.12  -4.59  -0.058
H  3.99  1.39  -5.03  0.041
H  2.70  1.76  -4.32  -0.005
O  -5.76  -1.07  4.03  -0.066
H  -5.27  -0.27  4.21  0.027
H  -5.26  -1.49  3.31  -0.011
O  -3.73  -7.97  2.08  -0.067
H  -3.92  -8.81  2.52  0.040
H  -2.77  -7.89  2.13  0.023

For the LUMO energy, the calculation gives 0.070 eV. For the maximum force, the calculation gives 5.29 eV Å⁻¹. As for the multiplicity: 1. As for the total energy: -63042.84156 eV.